A | Density functional theory data (ωB97M-V/def2-TZVPD) for a 2-piece molecular cluster, C3H8Cl2NP overall.

Atoms and positions in Å:
C 1.632 0.479 -0.921
C 0.562 -0.596 -0.372
C -0.514 -0.095 0.571
N -1.504 -1.112 1.007
P -1.487 1.228 -0.151
Cl -0.662 -2.499 1.551
Cl -2.585 -1.411 -0.365
H 2.323 0.824 -0.050
H 2.185 -0.098 -1.623
H 1.232 1.333 -1.341
H 0.091 -0.862 -1.379
H 1.186 -1.527 -0.007
H 0.108 0.449 2.051
H -2.184 1.654 1.016
H -0.384 2.233 0.012

Properties
Charge ... 0
Lowest unoccupied orbital energy ... -0.17 eV
Orbital gap ... 9.1 eV

***

B | Density functional theory data (ωB97M-V/def2-TZVPD) for C3H8Cl2NP in the gas phase.

Atoms and positions in Å:
C -1.256 -1.408 -0.751
N -0.404 -0.454 -0.213
C -1.164 0.615 0.429
P 1.158 -0.289 -0.776
Cl 1.989 -1.803 0.570
C 1.806 1.208 0.186
Cl 3.641 1.238 -0.014
H -0.865 -2.414 -1.125
H -1.870 -1.628 0.239
H -2.096 -1.000 -1.486
H -0.510 1.461 0.780
H -2.004 0.783 -0.134
H -1.631 0.301 1.280
H 1.486 2.161 -0.199
H 1.720 1.230 1.215

Properties
SMILES ... CN(C)P(Cl)CCl
Charge ... 0
Lowest unoccupied orbital energy ... 0.51 eV
Orbital gap ... 9.3 eV

***

Going by the computed energies, the most stable comes first: B, A.

***

A | Density functional theory data (ωB97M-V/def2-TZVPD) for a 2-piece molecular cluster, C4H6N2O overall.

Atoms and positions in Å:
C -1.445 1.619 -0.763
C 0.085 -0.135 -0.027
C -1.978 2.783 -1.105
C 1.824 -2.842 0.824
N -0.773 0.708 -0.480
N 0.672 -1.057 0.299
O 2.029 -2.647 2.043
H -3.158 3.001 -1.218
H -1.769 3.147 -2.089
H -1.738 3.609 -0.485
H 2.514 -2.611 0.109
H 0.855 -3.346 0.380
H 2.881 -2.228 2.513

Properties
Charge ... +2
Lowest unoccupied orbital energy ... -9.97 eV
Orbital gap ... 11.2 eV

***

B | Density functional theory data (ωB97M-V/def2-TZVPD) for an isolated ion of composition C4H6N2O and charge +2.

Atoms and positions in Å:
C 0.495 -1.891 0.099
C -0.619 -2.249 0.937
C -0.057 0.440 -0.566
C -0.721 1.547 -0.340
N 0.634 -0.618 -0.489
N -1.683 -1.588 1.055
O -2.681 -1.072 1.434
H 1.228 -2.618 0.035
H -0.679 -3.197 1.584
H -0.221 2.439 0.138
H -1.756 1.449 0.102
H -1.056 1.865 -1.301
H 1.542 -0.690 -0.984

Properties
Charge ... +2
Lowest unoccupied orbital energy (alpha / beta) ... -12.50 / -12.22 eV
Orbital gap (alpha / beta) ... 6.8 / 6.5 eV

***

Going by the computed energies, the most stable comes first: A, B.